1.
The following is a quantum chemistry calculation of a cluster of 5 separate species, C2H16N2O4 in total at a distorted geometry, from the OMol25 dataset.

The geometry in XYZ format:
```
24
Properties=species:S:1:pos:R:3
C -1.46672 0.96420 -2.65819
C -2.03970 -0.32610 -2.10544
N -0.98851 -1.10749 -1.41787
N -2.35116 2.12871 -2.35679
H -0.58827 1.30988 -2.11906
H -1.35420 0.85065 -3.73586
H -2.80319 -0.16366 -1.34443
H -2.47877 -0.95273 -2.88015
H -0.03745 -0.77333 -1.41547
H -0.95872 -2.05435 -1.76864
H -2.32751 2.83799 -3.08141
H -3.34203 1.95002 -2.26387
H 0.91969 3.36884 2.41639
H 2.31014 2.73839 2.33773
O 1.83041 3.55029 2.17166
H 0.85728 -2.34875 2.47320
H 2.12866 -3.04714 2.73860
O 1.38258 -2.67234 3.21588
H 4.08348 -2.55466 3.02617
H 3.46689 -1.37155 2.38708
O 3.86467 -2.22104 2.16493
H 0.55125 0.23558 1.85836
H -0.69897 0.07181 0.98827
O 0.04015 -0.41321 1.36890
```

Calculated values
Orbital gap, Ha: 0.342
Energy relative to the best compared isomer or geometry (same formula, charge and spin), eV: 2.046
Multiplicity: 1
Net charge: 0
HOMO, Ha: -0.33643



2.
The following is a quantum chemistry calculation of a structure of composition C30H47N4O5PdS3Si at a distorted geometry, from the OMol25 dataset.

The geometry in XYZ format:
```
91
Properties=species:S:1:pos:R:3
Pd -0.24379 0.39211 0.53759
C 2.78208 0.03678 -0.47294
N 2.14869 0.38812 0.79527
C 2.64512 -0.49324 1.84204
C 2.33035 1.80591 1.10089
C 1.52150 2.62160 0.11895
C 1.91922 3.91060 -0.21093
C 1.19012 4.66503 -1.12274
C 0.07506 4.10516 -1.73037
C -0.32593 2.81361 -1.39791
C 0.36703 2.07346 -0.45830
H 3.87614 0.09980 -0.38166
H 2.44774 0.70674 -1.25790
H 2.49856 -0.97854 -0.74583
H 3.74442 -0.46706 1.89271
H 2.32019 -1.51294 1.63152
H 2.24329 -0.19079 2.80717
H 3.39476 2.08444 1.05128
H 1.98774 1.99505 2.12062
H 2.80222 4.33116 0.25839
H 1.49319 5.67982 -1.35608
H -0.49196 4.67395 -2.45792
H -1.19723 2.38902 -1.88170
C -3.58403 2.12485 -0.22220
C -3.85147 0.67086 0.12940
C -5.03398 0.13930 -0.67519
C -4.13603 0.53435 1.62343
O -2.63879 -0.03253 -0.24080
Si -2.24797 -1.65735 -0.24685
S -0.23513 -1.82715 -0.67188
O -3.23309 -2.44150 -1.34136
C -3.13421 -2.62924 -2.75879
C -2.22680 -3.81918 -3.05563
C -2.61094 -1.37161 -3.45039
C -4.55175 -2.92989 -3.22724
O -2.79624 -2.24010 1.19605
C -3.23943 -3.53601 1.60816
C -2.33001 -4.62446 1.04126
C -4.68582 -3.74504 1.15258
C -3.18013 -3.54418 3.13354
H -4.44202 2.74694 0.05222
H -3.41279 2.22138 -1.29767
H -2.69260 2.48422 0.29553
H -5.94243 0.67560 -0.38498
H -5.18070 -0.92822 -0.49363
H -4.87125 0.28848 -1.74548
H -4.98824 1.16827 1.89164
H -3.26593 0.85363 2.20129
H -4.36252 -0.50037 1.88388
H -1.22906 -3.63641 -2.65412
H -2.15643 -3.97998 -4.13589
H -2.63362 -4.72497 -2.59344
H -1.56912 -1.19048 -3.17544
H -3.20019 -0.50106 -3.14860
H -2.68168 -1.48449 -4.53744
H -4.93965 -3.80426 -2.69582
H -4.56887 -3.13352 -4.30293
H -5.20617 -2.07807 -3.01777
H -2.40799 -4.66137 -0.04992
H -2.61013 -5.60163 1.45091
H -1.28790 -4.41075 1.29846
H -4.74957 -3.67294 0.06508
H -5.32975 -2.97567 1.59360
H -5.04734 -4.72834 1.47270
H -2.16646 -3.74096 3.49015
H -3.84692 -4.30965 3.54095
H -3.48576 -2.56638 3.51361
N -5.48006 3.89380 6.57375
C -4.35644 3.72995 5.75258
C -3.08287 3.63558 6.30832
C -1.97045 3.49203 5.49340
C -2.11973 3.45216 4.11560
C -3.38699 3.57285 3.54988
C -4.49566 3.71304 4.36252
S -0.73136 3.21617 3.04337
O -0.96980 4.07084 1.91528
O 0.43692 3.43160 3.86743
N -0.82459 1.70693 2.50972
C -0.57075 0.62311 3.30215
S -0.44101 0.52396 5.06090
C -0.16893 -1.17725 4.94860
C -0.18972 -1.55056 3.65357
N -0.41199 -0.55754 2.73503
H -5.37057 3.53382 7.50638
H -6.34638 3.59448 6.15780
H -2.96704 3.67318 7.38808
H -0.97602 3.42356 5.92020
H -3.48528 3.56608 2.47064
H -5.48425 3.81358 3.92282
H -0.00189 -1.78156 5.82786
H -0.01962 -2.55621 3.28896
```

Calculated values
Orbital gap (spin up / spin down), Ha: 0.240 / 0.236
Multiplicity: 1
Net charge: -1
HOMO (spin up / spin down), Ha: -0.15090 / -0.14653



3.
The following is a quantum chemistry calculation of a cluster of 3 separate species, C2H11N2O3 in total at a distorted geometry, from the OMol25 dataset.

The geometry in XYZ format:
```
18
Properties=species:S:1:pos:R:3
N -0.15560 0.61409 1.05173
C 0.51691 0.56375 -0.28124
C -0.45376 1.12212 -1.30543
N 0.00805 0.79249 -2.66888
O -1.42380 1.76900 -0.99321
H -1.14309 0.37655 1.14972
H 0.24509 -0.19892 1.65603
H 0.05227 1.57977 1.44900
H 0.90031 -0.38977 -0.61991
H 1.35246 1.39518 -0.30982
H 0.83068 0.22903 -3.05221
H -0.55920 1.33858 -3.28139
H -2.96261 -1.27999 0.55687
H -3.11100 -1.37938 2.00753
O -2.44335 -1.23662 1.26495
H 3.23001 -1.13494 1.42746
H 2.65081 -2.55675 0.92118
O 2.46582 -1.60419 1.02762
```

Calculated values
Orbital gap, Ha: 0.398
Energy relative to the best compared isomer or geometry (same formula, charge and spin), eV: 1.614
Multiplicity: 1
Net charge: +1
HOMO, Ha: -0.51809



Copy entry 3 word for word.
The following is a quantum chemistry calculation of a cluster of 3 separate species, C2H11N2O3 in total at a distorted geometry, from the OMol25 dataset.

The geometry in XYZ format:
```
18
Properties=species:S:1:pos:R:3
N -0.15560 0.61409 1.05173
C 0.51691 0.56375 -0.28124
C -0.45376 1.12212 -1.30543
N 0.00805 0.79249 -2.66888
O -1.42380 1.76900 -0.99321
H -1.14309 0.37655 1.14972
H 0.24509 -0.19892 1.65603
H 0.05227 1.57977 1.44900
H 0.90031 -0.38977 -0.61991
H 1.35246 1.39518 -0.30982
H 0.83068 0.22903 -3.05221
H -0.55920 1.33858 -3.28139
H -2.96261 -1.27999 0.55687
H -3.11100 -1.37938 2.00753
O -2.44335 -1.23662 1.26495
H 3.23001 -1.13494 1.42746
H 2.65081 -2.55675 0.92118
O 2.46582 -1.60419 1.02762
```

Calculated values
Orbital gap, Ha: 0.398
Energy relative to the best compared isomer or geometry (same formula, charge and spin), eV: 1.614
Multiplicity: 1
Net charge: +1
HOMO, Ha: -0.51809